Entry from OMol25: a cluster of 10 separate species, C30H78O36P6 in total at a distorted geometry (ωB97M-V/def2-TZVPD).

The SMILES is COP(=O)(OC)OC.COP(=O)(OC)OC.COP(=O)(OC)OC.COP(=O)(OC)OC.COP(=O)(OC)OC.COP(=O)(OC)OC.COC(=O)OC.COC(=O)OC.COC(=O)OC.COC(=O)OC. The total energy comes out at -5946.87731 a.u. The calculation puts the HOMO energy at -10.2 eV. As for the orbital gap: 10.3 eV.

Geometry (Å):
P1 9.112 4.589 4.865
P2 2.282 -3.690 -9.465
P3 0.536 -0.170 -0.345
P4 0.431 5.709 -10.801
P5 -7.528 -0.926 6.890
P6 -7.008 -6.333 -1.719
O1 3.253 6.955 4.394
O2 1.543 -3.293 -8.105
O3 -0.915 6.861 -2.035
O4 -0.009 0.565 0.823
O5 -6.128 -1.761 7.032
O6 -6.853 0.470 6.306
O7 3.675 -4.307 -9.016
O8 0.447 7.240 -11.175
O9 8.897 3.474 6.066
O10 2.918 -2.340 -10.172
O11 -8.508 -1.565 5.960
O12 3.547 -0.998 8.442
O13 -7.954 -0.523 8.420
O14 -6.155 -7.480 -0.942
O15 1.403 -4.563 -10.340
O16 1.989 8.452 5.193
O17 -6.997 -6.365 -3.222
O18 1.401 5.554 -9.531
O19 -1.601 -10.940 4.054
O20 0.263 -1.764 -0.399
O21 1.294 4.858 -11.914
O22 9.075 6.097 5.062
O23 -6.533 -4.963 -1.025
O24 4.289 8.706 5.244
O25 2.140 0.072 -0.726
O26 -3.138 6.393 -1.441
O27 -2.634 6.799 -3.592
O28 3.834 0.367 10.256
O29 -0.984 5.275 -10.740
O30 0.646 -10.366 4.023
O31 -0.224 0.319 -1.737
O32 10.480 4.059 4.211
O33 -0.207 -12.349 3.275
O34 5.087 -1.565 9.852
O35 -8.481 -6.618 -1.079
O36 7.952 4.153 3.811
C1 1.571 4.200 -9.024
C2 1.090 -12.891 2.861
C3 11.604 3.748 4.993
C4 2.160 6.279 3.724
C5 -2.066 -9.769 4.694
C6 4.092 -0.697 9.599
C7 -6.134 -3.125 7.596
C8 -0.802 -2.371 0.400
C9 -6.247 -8.861 -1.219
C10 7.536 3.072 6.292
C11 -6.724 0.498 4.934
C12 3.314 -2.387 -11.540
C13 0.282 -2.547 -8.230
C14 2.655 0.001 7.834
C15 5.831 -1.318 11.020
C16 -9.198 0.071 8.623
C17 3.261 8.122 4.911
C18 7.814 2.888 3.235
C19 2.414 5.436 -12.435
C20 -0.326 -11.082 3.737
C21 -2.948 6.545 -0.079
C22 1.607 9.650 5.827
C23 0.097 7.718 -12.467
C24 4.394 -3.564 -8.047
C25 -9.497 -7.284 -1.758
C26 2.767 -0.332 -1.988
C27 -7.104 -3.798 -1.332
C28 -3.857 6.278 -4.018
C29 -1.666 0.410 -1.757
C30 -2.162 6.646 -2.303
H1 -5.488 -9.209 -1.919
H2 -6.162 -9.436 -0.297
H3 -3.922 6.692 -5.024
H4 6.749 3.572 5.728
H5 -2.099 -9.033 3.891
H6 -2.250 5.743 0.161
H7 4.149 -3.080 -11.649
H8 -9.985 -0.357 8.002
H9 -1.612 -1.649 0.295
H10 1.335 3.332 -9.640
H11 -1.827 1.166 -2.526
H12 -8.194 -3.799 -1.365
H13 -2.096 0.770 -0.823
H14 -2.412 7.440 0.237
H15 2.274 5.845 -13.436
H16 -0.457 8.645 -12.322
H17 -2.105 -0.436 -2.286
H18 -0.481 -3.325 -8.265
H19 2.937 6.231 -11.904
H20 -5.794 -3.781 6.794
H21 -9.432 -7.685 -2.770
H22 1.583 -13.162 3.795
H23 2.375 10.363 5.528
H24 2.634 3.977 -8.936
H25 4.932 -2.837 -8.655
H26 -10.511 -6.887 -1.720
H27 7.168 3.347 7.280
H28 12.527 4.234 4.680
H29 2.668 0.433 -2.758
H30 -9.150 1.109 8.293
H31 3.812 -0.502 -1.728
H32 6.851 2.493 3.560
H33 -0.567 7.119 -13.089
H34 11.502 3.833 6.075
H35 -4.011 5.216 -4.213
H36 -1.547 -9.498 5.613
H37 3.922 -3.221 -7.127
H38 -0.658 -2.404 1.480
H39 -7.132 -3.535 7.752
H40 1.821 6.986 2.967
H41 -7.540 -0.025 4.436
H42 6.435 -0.464 10.716
H43 5.222 -1.112 11.901
H44 -7.260 -9.027 -1.587
H45 1.335 6.051 4.399
H46 7.352 2.000 6.225
H47 -5.730 0.163 4.638
H48 7.878 2.776 2.153
H49 2.507 0.903 8.427
H50 0.899 7.916 -13.178
H51 -6.918 -3.469 -2.354
H52 5.148 -4.324 -7.841
H53 1.682 -0.473 7.704
H54 -3.851 6.381 0.509
H55 -4.670 6.859 -3.581
H56 2.511 -2.830 -12.129
H57 -6.747 1.527 4.576
H58 1.541 9.573 6.912
H59 1.065 4.159 -8.060
H60 2.411 -1.254 -2.448
H61 -5.534 -3.326 8.483
H62 3.207 4.695 -12.534
H63 2.409 5.441 3.074
H64 -3.034 -10.087 5.080
H65 11.795 2.690 4.813
H66 3.463 -1.352 -11.846
H67 -6.656 -2.996 -0.746
H68 0.909 -13.718 2.174
H69 1.759 -12.178 2.379
H70 8.493 2.135 3.634
H71 0.013 -1.829 -7.455
H72 -9.563 0.056 9.650
H73 -9.664 -8.081 -1.034
H74 0.601 9.976 5.561
H75 3.063 0.341 6.883
H76 0.306 -2.006 -9.175
H77 6.551 -2.105 11.246
H78 -1.132 -3.318 -0.028

Atom charges from the Löwdin analysis, given in e for atoms 1 to 99: atom 1 (P): 0.516, atom 2 (P): 0.448, atom 3 (P): 0.498, atom 4 (P): 0.421, atom 5 (P): 0.519, atom 6 (P): 0.505, atom 7 (O): 0.026, atom 8 (O): -0.230, atom 9 (O): 0.052, atom 10 (O): -0.250, atom 11 (O): -0.227, atom 12 (O): -0.218, atom 13 (O): -0.220, atom 14 (O): -0.198, atom 15 (O): -0.217, atom 16 (O): -0.263, atom 17 (O): -0.251, atom 18 (O): 0.011, atom 19 (O): -0.210, atom 20 (O): -0.228, atom 21 (O): -0.261, atom 22 (O): -0.030, atom 23 (O): -0.253, atom 24 (O): -0.210, atom 25 (O): -0.010, atom 26 (O): -0.245, atom 27 (O): -0.205, atom 28 (O): -0.256, atom 29 (O): -0.186, atom 30 (O): 0.117, atom 31 (O): -0.233, atom 32 (O): -0.015, atom 33 (O): -0.017, atom 34 (O): 0.040, atom 35 (O): -0.239, atom 36 (O): 0.086, atom 37 (O): -0.261, atom 38 (O): -0.216, atom 39 (O): -0.028, atom 40 (O): -0.004, atom 41 (O): -0.215, atom 42 (O): -0.234, atom 43 (C): -0.087, atom 44 (C): -0.016, atom 45 (C): -0.124, atom 46 (C): -0.006, atom 47 (C): -0.036, atom 48 (C): -0.549, atom 49 (C): -0.079, atom 50 (C): -0.070, atom 51 (C): -0.096, atom 52 (C): -0.127, atom 53 (C): -0.167, atom 54 (C): -0.103, atom 55 (C): -0.059, atom 56 (C): -0.003, atom 57 (C): -0.058, atom 58 (C): -0.140, atom 59 (C): -0.625, atom 60 (C): -0.138, atom 61 (C): -0.186, atom 62 (C): -0.568, atom 63 (C): -0.060, atom 64 (C): -0.044, atom 65 (C): -0.108, atom 66 (C): -0.108, atom 67 (C): -0.153, atom 68 (C): -0.085, atom 69 (C): -0.185, atom 70 (C): -0.084, atom 71 (C): -0.107, atom 72 (C): -0.467, atom 73 (H): 0.095, atom 74 (H): 0.092, atom 75 (H): 0.092, atom 76 (H): 0.087, atom 77 (H): 0.105, atom 78 (H): 0.099, atom 79 (H): 0.090, atom 80 (H): 0.084, atom 81 (H): 0.066, atom 82 (H): 0.088, atom 83 (H): 0.079, atom 84 (H): 0.095, atom 85 (H): 0.088, atom 86 (H): 0.103, atom 87 (H): 0.085, atom 88 (H): 0.094, atom 89 (H): 0.087, atom 90 (H): 0.091, atom 91 (H): 0.095, atom 92 (H): 0.083, atom 93 (H): 0.096, atom 94 (H): 0.093, atom 95 (H): 0.097, atom 96 (H): 0.086, atom 97 (H): 0.089, atom 98 (H): 0.083, atom 99 (H): 0.087